# CH4ClO2P

A 2-piece molecular cluster, CH4ClO2P overall (ωB97M-V with the def2-TZVPD basis set, OMol25).

Bonds (Å) are listed after each position.
Positions of all 9 atoms, in Å:
1 C 1.532 -0.682 0.369  Cl5 1.720, H6 1.101, H7 1.101
2 O -2.098 0.955 0.429  P4 1.694, H8 0.953
3 O -0.272 -0.628 -0.648  P4 1.541
4 P -0.707 0.845 -0.532  O2 1.694, O3 1.541, H9 1.339
5 Cl 2.209 0.851 -0.019  C1 1.720
6 H 0.817 -0.649 1.206  C1 1.101
7 H 2.069 -1.564 -0.012  C1 1.101
8 H -2.135 0.112 0.873  O2 0.953
9 H -1.414 0.760 -1.666  P4 1.339

orbital gap (spin up / spin down) = 7.47 / 7.47 eV
E = -992.435757 Eh
LUMO (spin up / spin down) = -0.8 / -0.8 eV